A 13-piece molecular cluster, C3H35N2O12 overall at a distorted geometry, computed with ωB97M-V/def2-TZVPD.

Properties
Net charge: +1
2S+1: 1
Calculated total energy in eV: -31222.938
Frontier orbital gap in eV: 9.53

Last column: natural (NBO) charge in e.
Positions of all 52 atoms, in Å:
C1 0.38804 0.28261 -2.26497  -0.191
C2 1.05342 1.43784 -1.66137  -0.505
C3 2.37358 1.75965 -2.51419  -0.213
N1 3.59353 1.15307 -1.96388  -0.838
N2 0.88786 -1.15126 -1.67750  -0.756
H1 0.55467 0.06373 -3.30921  0.206
H2 -0.70170 0.33447 -2.35815  0.249
H3 1.30172 1.31464 -0.60515  0.241
H4 0.41507 2.26121 -1.96856  0.250
H5 2.20976 1.32331 -3.50014  0.186
H6 2.66536 2.83708 -2.59198  0.198
H7 3.25946 0.34840 -1.39313  0.347
H8 4.11935 1.77001 -1.34770  0.365
H9 0.36287 -2.03177 -2.12375  0.472
H10 1.89732 -1.21419 -1.69069  0.435
H11 0.66782 -1.22778 -0.68766  0.444
H12 -1.51888 0.97909 2.25552  0.510
H13 -1.79385 -0.33900 2.96259  0.498
O1 -1.57359 0.00208 2.11372  -1.003
H14 0.08345 -2.10816 0.90528  0.464
H15 0.27916 -0.84713 1.79370  0.505
O2 0.76130 -1.58188 1.35468  -0.961
H16 -1.58841 0.73964 4.67187  0.483
H17 -0.33088 0.04666 5.19872  0.485
O3 -1.17076 -0.10570 4.79107  -0.958
H18 -3.31402 -0.42984 -3.61145  0.481
H19 -3.81579 0.78030 -2.89528  0.483
O4 -3.56438 -0.16401 -2.71619  -0.952
H20 -2.69425 0.12781 0.52813  0.513
H21 -3.82554 0.11561 -0.54366  0.476
O5 -3.09052 0.63376 -0.24180  -0.961
H22 -2.41964 -0.65700 -1.19094  0.525
H23 -2.16654 -2.12222 -0.66017  0.486
O6 -1.85891 -1.48552 -1.30934  -1.063
H24 3.14679 -2.49866 -0.37963  0.491
H25 3.63480 -1.24964 0.43744  0.504
O7 2.99226 -1.57586 -0.18716  -0.973
H26 1.68043 3.43564 -0.48894  0.470
H27 1.85713 4.70824 0.32040  0.475
O8 1.25527 3.97824 0.22349  -0.943
H28 -0.39490 3.26933 2.75278  0.488
H29 0.35337 2.17796 3.01002  0.478
O9 -0.54927 2.43931 3.21332  -0.953
H30 3.30526 0.14786 2.97009  0.487
H31 3.75524 1.71916 2.92385  0.492
O10 3.37630 0.95342 2.46648  -0.978
H32 -3.34742 -2.39364 1.77693  0.491
H33 -4.22835 -2.65665 0.55640  0.488
O11 -3.42760 -2.21285 0.83648  -0.968
H34 -0.55333 -3.92905 -3.05048  0.493
H35 -0.97113 -3.27245 -1.76886  0.493
O12 -0.20292 -3.67809 -2.17853  -0.935

Atoms 1-6, force components in eV/Å:
C -0.79 -4.01 -0.56
C 1.99 1.31 -2.11
C 0.90 0.34 1.24
N -0.77 -1.37 0.74
N -2.79 0.55 -1.25
H 0.97 0.70 -0.54